Molecular formula: C4H5NO
Method: DFT, the ωB97M-V functional and the def2-TZVPD basis

Cartesian coordinates (Å):
C  1.12977  -0.20686  0.86177
C  -0.24316  -0.34922  0.14280
C  -0.72779  0.99944  -0.34815
O  0.01393  1.77285  -0.89753
C  -0.63011  -0.86955  -1.26041
N  -1.16134  -1.13893  -2.26128
H  1.68522  -1.13829  0.97954
H  1.74239  0.55344  0.37237
H  0.95106  0.16517  1.88989
H  -0.94162  -0.88567  0.79701
H  -1.81835  1.09762  -0.27600

Summary:
largest force on an atom	1.86	eV Å⁻¹
HOMO energy	-10.49	eV
orbital gap	10.774	eV
SMILES	C[C@H](C#N)C=O
energy relative to the best compared isomer or geometry (same formula, charge and spin)	157.2	kJ/mol
calculated total energy	-285.354702	a.u.
charge	0